[1]
# C14H46AsF6N14O8

A molecular structure, C14H46AsF6N14O8 in a non-equilibrium geometry (ωB97M-V/def2-TZVPD, the Open Molecules 2025 dataset).

Summary:
DFT total energy: -4764.8008 hartree
HOMO energy: -6.5 eV
Relative energy (zero: lowest compared OMol25 entry of this formula, charge and spin): 114.2 kcal/mol
LUMO energy: 1.30 eV
HOMO-LUMO gap: 7.83 eV

Structure (ORCA input):
```
! wB97M-V def2-TZVPD RIJCOSX def2/J DEFGRID3
* xyz -1 1
As -0.653 1.419 0.018
F -0.176 0.302 -1.371
F -2.206 1.625 -0.935
F -1.279 2.617 1.233
F 0.846 1.388 0.937
F 0.009 2.841 -0.891
F -1.224 0.020 0.845
C -0.679 -3.251 -1.712
C 0.174 -4.467 -1.555
C 1.311 -4.311 -0.460
O 2.159 -5.419 -0.271
C 3.305 -5.470 -1.220
N -0.675 -5.704 -1.305
H -0.174 -2.480 -2.294
H -1.051 -2.996 -0.720
H -1.552 -3.462 -2.330
H 0.679 -4.737 -2.483
H 0.747 -4.180 0.463
H 1.823 -3.349 -0.495
H 3.891 -6.381 -1.096
H 3.875 -4.542 -1.178
H 2.886 -5.545 -2.223
H -0.090 -6.514 -1.449
H -1.207 -5.768 -2.161
C 0.086 -2.844 2.834
C 1.063 -1.686 3.098
C 2.251 -1.558 2.033
O 2.871 -2.859 2.020
C 4.011 -2.797 1.211
N 0.323 -0.506 3.195
H -0.798 -2.840 3.472
H 0.591 -3.773 3.097
H -0.196 -2.896 1.782
H 1.568 -1.885 4.043
H 2.935 -0.722 2.182
H 1.727 -1.406 1.090
H 4.709 -1.988 1.425
H 3.698 -2.815 0.167
H 4.576 -3.719 1.348
H -0.128 -0.247 2.329
H 0.821 0.328 3.473
C 0.707 3.129 3.948
O 1.847 2.932 4.152
N 0.178 3.772 2.882
N -0.283 2.471 4.455
H 0.982 4.086 2.357
H -0.713 3.529 2.472
H -0.040 1.701 5.062
H -1.173 2.641 4.009
C -2.061 -1.351 -4.146
O -0.936 -1.620 -4.702
N -2.221 -0.464 -3.191
N -3.231 -1.912 -4.473
H -1.348 -0.111 -2.825
H -3.132 -0.357 -2.768
H -3.108 -2.332 -5.383
H -3.966 -1.531 -3.894
C 3.557 0.357 -1.047
O 4.646 0.097 -1.552
N 3.308 1.376 -0.223
N 2.567 -0.438 -1.276
H 4.048 2.035 -0.027
H 2.443 1.519 0.279
H 1.606 -0.221 -1.052
H 2.825 -1.160 -1.933
C -5.344 0.744 0.820
O -6.540 0.399 0.769
N -4.412 0.337 -0.042
N -4.787 1.418 1.764
H -3.477 0.706 0.051
H -4.706 0.091 -0.977
H -5.370 1.484 2.586
H -3.920 1.927 1.671
C -3.588 4.203 -1.777
O -4.469 5.025 -1.802
N -3.851 2.982 -2.200
N -2.358 4.394 -1.256
H -3.180 2.328 -1.822
H -4.741 2.700 -2.584
H -1.796 3.567 -1.402
H -1.975 5.227 -0.834
C 2.301 5.511 0.334
O 2.327 4.622 1.137
N 2.230 6.820 0.564
N 2.187 5.196 -0.901
H 2.251 7.144 1.520
H 1.814 7.374 -0.171
H 2.049 4.246 -1.214
H 2.009 5.983 -1.510
*
```

---

[2]
# C32H66FNO10P2

3 unconnected molecules or ions with the total composition C32H66FNO10P2 in a non-equilibrium geometry (ωB97M-V/def2-TZVPD, the Open Molecules 2025 dataset).

Summary:
DFT total energy: -2848.1496 hartree
HOMO energy: -9.8 eV
SMILES string: CCCCCCCCCCCCCC[C@@]1(CC(=O)F)CCC(=O)N1.CCOP(=O)(OCC)OCC.CCOP(=O)(OCC)OCC
LUMO energy: -1.85 eV
HOMO-LUMO gap: 7.97 eV

Structure (ORCA input):
```
! wB97M-V def2-TZVPD RIJCOSX def2/J DEFGRID3
* xyz 0 1
C 3.466 1.575 3.707
C 3.021 1.069 2.185
C 1.397 1.102 1.958
C 0.939 1.579 0.435
C 0.029 0.306 -0.155
C -0.133 0.340 -1.796
C -1.269 -0.697 -2.384
C -0.615 -2.001 -3.192
C -0.086 -3.038 -1.989
C 1.018 -4.117 -2.506
C 2.013 -4.760 -1.404
C 1.977 -4.156 0.106
C 3.184 -3.044 0.426
C 3.351 -1.894 -0.715
C 4.846 -1.717 -1.353
C 5.738 -0.400 -0.863
C 5.074 1.040 -1.279
O 3.905 1.233 -1.898
F 5.873 2.284 -0.988
C 5.943 -2.929 -1.299
C 6.746 -2.945 -2.730
C 5.464 -2.585 -3.711
O 5.284 -2.941 -4.987
N 4.527 -1.699 -2.863
H 2.791 1.101 4.547
H 4.579 1.236 3.961
H 3.464 2.750 3.779
H 3.628 1.721 1.417
H 3.411 -0.057 2.115
H 0.895 1.879 2.713
H 0.984 0.048 2.266
H 0.362 2.598 0.414
H 1.919 1.577 -0.226
H -1.031 0.290 0.390
H 0.588 -0.665 0.245
H 0.895 0.217 -2.354
H -0.516 1.433 -2.059
H -2.053 -1.044 -1.578
H -1.872 -0.100 -3.220
H -1.513 -2.544 -3.755
H 0.250 -1.701 -3.923
H -1.083 -3.574 -1.611
H 0.250 -2.338 -1.112
H 1.627 -3.598 -3.391
H 0.418 -5.009 -3.025
H 1.857 -5.939 -1.342
H 3.128 -4.623 -1.809
H 2.238 -5.068 0.833
H 0.946 -3.753 0.483
H 4.142 -3.658 0.689
H 2.841 -2.519 1.442
H 2.576 -1.991 -1.599
H 3.090 -0.854 -0.189
H 5.922 -0.416 0.294
H 6.807 -0.465 -1.378
H 6.646 -2.930 -0.360
H 5.278 -3.892 -1.315
H 7.672 -2.228 -2.712
H 7.062 -4.071 -2.824
H 4.683 -0.790 -3.351
C -8.162 -6.108 -2.321
C -7.152 -4.992 -2.478
O -6.724 -4.528 -1.216
P -5.579 -5.404 -0.401
O -4.399 -4.927 -1.284
O -5.286 -4.250 0.764
C -3.952 -3.940 1.141
C -3.574 -2.579 0.585
O -6.896 -5.937 0.585
C -6.770 -6.033 1.993
C -7.553 -4.900 2.638
H -7.689 -6.996 -1.886
H -8.587 -6.387 -3.290
H -8.974 -5.810 -1.650
H -6.298 -5.310 -3.084
H -7.622 -4.146 -2.996
H -3.252 -4.716 0.816
H -3.913 -3.911 2.234
H -3.670 -2.552 -0.504
H -2.546 -2.319 0.852
H -4.245 -1.807 0.977
H -5.723 -6.040 2.307
H -7.205 -6.992 2.296
H -7.173 -3.921 2.333
H -7.518 -4.967 3.726
H -8.604 -4.935 2.316
C 1.205 6.062 4.415
C -0.215 6.204 3.911
O -0.287 7.188 2.902
P 0.180 6.777 1.367
O -1.102 5.967 1.054
O -0.410 8.155 0.640
C -1.139 8.064 -0.575
C -2.609 8.327 -0.304
O 1.612 7.683 1.716
C 2.181 8.559 0.759
C 1.913 9.994 1.182
H 1.851 5.650 3.632
H 1.245 5.392 5.280
H 1.619 7.034 4.700
H -0.607 5.249 3.550
H -0.862 6.533 4.735
H -0.987 7.096 -1.064
H -0.751 8.829 -1.255
H -3.013 7.621 0.427
H -3.196 8.252 -1.224
H -2.745 9.328 0.120
H 1.814 8.351 -0.250
H 3.262 8.380 0.752
H 0.841 10.207 1.236
H 2.377 10.701 0.491
H 2.312 10.173 2.190
*
```

---

[3]
# C15H36N3O6

5 unconnected molecules or ions with the total composition C15H36N3O6 in a non-equilibrium geometry (ωB97M-V/def2-TZVPD, the Open Molecules 2025 dataset).

Summary:
DFT total energy: -1208.5119 hartree
HOMO energy: -12.4 eV
LUMO energy: -5.02 eV
HOMO-LUMO gap: 7.43 eV

Structure (ORCA input):
```
! wB97M-V def2-TZVPD RIJCOSX def2/J DEFGRID3
* xyz 1 1
O 3.291 -2.866 -1.567
N 3.457 -2.243 -2.484
O 2.327 -2.509 -3.612
C 1.111 -2.506 -3.139
N 0.448 -1.442 -2.692
C -0.800 -1.832 -2.257
C -0.888 -3.162 -2.448
N 0.307 -3.559 -3.005
H 0.806 -0.498 -2.675
H -1.519 -1.132 -1.856
H -1.704 -3.819 -2.209
H 0.561 -4.494 -3.284
C -1.826 3.511 -2.346
C -2.509 2.167 -2.154
C -3.970 2.334 -1.794
O -1.853 1.415 -1.121
H -1.886 4.094 -1.424
H -0.771 3.380 -2.593
H -2.299 4.083 -3.144
H -2.407 1.575 -3.067
H -4.032 2.879 -0.852
H -4.450 1.365 -1.651
H -4.523 2.881 -2.558
H -1.950 1.923 -0.304
C -1.736 -4.416 2.659
C -0.962 -3.941 1.442
C -0.380 -2.552 1.650
O -1.804 -3.956 0.279
H -2.574 -3.743 2.861
H -2.143 -5.412 2.489
H -1.100 -4.445 3.543
H -0.158 -4.646 1.224
H -1.180 -1.827 1.822
H 0.175 -2.229 0.767
H 0.293 -2.529 2.507
H -2.535 -3.350 0.449
C 6.796 0.442 0.263
C 6.873 -1.022 0.666
C 7.503 -1.871 -0.426
O 5.571 -1.517 0.993
H 6.177 0.555 -0.633
H 6.345 1.035 1.058
H 7.785 0.846 0.046
H 7.454 -1.117 1.583
H 6.902 -1.818 -1.340
H 7.551 -2.916 -0.118
H 8.511 -1.532 -0.662
H 5.028 -1.444 0.202
C -3.875 5.593 2.381
C -3.903 4.089 2.170
C -3.558 3.336 3.443
O -3.002 3.722 1.114
H -2.875 5.915 2.686
H -4.126 6.115 1.459
H -4.581 5.894 3.155
H -4.891 3.786 1.822
H -2.549 3.597 3.776
H -3.583 2.259 3.272
H -4.255 3.576 4.245
H -2.114 3.980 1.390
*
```

---

[4]
# CH3FIN

A molecular structure, CH3FIN in a non-equilibrium geometry (ωB97M-V/def2-TZVPD, the Open Molecules 2025 dataset).

Summary:
DFT total energy: -492.1816 hartree
HOMO energy: -10.0 eV
Relative energy (zero: lowest compared OMol25 entry of this formula, charge and spin): 10.4 kcal/mol
LUMO energy: 0.32 eV
HOMO-LUMO gap: 10.30 eV

Structure (ORCA input):
```
! wB97M-V def2-TZVPD RIJCOSX def2/J DEFGRID3
* xyz 0 1
C -0.804 -0.584 -0.485
N 0.174 0.346 -0.175
F 0.054 -1.974 -0.813
I -1.868 -0.092 -2.224
H -1.505 -0.970 0.142
H 0.740 0.525 -1.027
H 0.735 0.124 0.703
*
```